Computed, not measured: one molecule with the formula C3H5N3O, with the ωB97M-V functional and the def2-TZVPD basis.

Cartesian coordinates (Å):
1 C -0.18614 -0.59116 -1.77580
2 C -0.08606 -0.40773 -0.30823
3 N -1.01387 -0.70597 0.53838
4 N -0.63027 -0.07672 1.70470
5 C 0.45553 0.75728 1.53361
6 O 0.91645 1.60634 2.26697
7 N 0.88199 0.38726 0.26211
8 H -0.42091 0.39756 -2.18633
9 H -1.01139 -1.26426 -2.00831
10 H 0.74244 -0.95048 -2.22631
11 H -1.33838 0.08739 2.39913
12 H 1.69111 0.78805 -0.18385

Properties
- SMILES string = Cc1n[nH]c(=O)[nH]1
- relative energy (zero: lowest compared OMol25 entry of this formula, charge and spin) (eV) = 0.3990
- DFT total energy (Ha) = -356.84271
- HOMO energy (eV) = -8.9146
- gap between HOMO and LUMO (eV) = 9.6735
- charge = 0

=====

Computed, not measured: C37H28BrN3OS2Tm as an isolated structure in a non-equilibrium geometry, with the ωB97M-V functional and the def2-TZVPD basis.

Cartesian coordinates (Å):
1 Tm -1.10702 0.60776 0.01099
2 C -0.18947 -3.81917 0.58016
3 C -0.56266 -2.50711 -0.08721
4 N 0.02655 -1.37986 0.21888
5 N 1.38642 -1.55542 0.54258
6 C 2.12727 -0.47638 0.61278
7 S 1.63169 1.18623 0.81985
8 S 3.83688 -0.72999 0.69379
9 C 4.20565 -2.50474 0.70718
10 C 5.09025 -2.78390 1.89477
11 C 6.53146 -2.61938 1.81520
12 C 7.31085 -2.68030 2.94578
13 C 6.65261 -2.84909 4.22049
14 C 5.26663 -2.78184 4.31015
15 C 4.50918 -2.95022 3.11417
16 C -1.80231 -2.59233 -0.86983
17 C -1.93290 -3.63019 -1.82678
18 C -3.02835 -3.84088 -2.55311
19 C -4.12438 -2.90841 -2.43162
20 C -4.08646 -2.02748 -1.40043
21 C -2.91703 -1.78433 -0.61920
22 O -2.87976 -0.81245 0.25822
23 H -0.13509 -4.71496 -0.04773
24 H 0.82960 -3.54471 0.98323
25 H -0.89728 -4.05847 1.30086
26 H 3.21824 -3.01981 0.76221
27 H 4.79783 -2.76013 -0.21284
28 H 7.03267 -2.31445 0.81032
29 H 8.35150 -2.55385 2.73477
30 H 7.23583 -2.97974 5.09209
31 H 4.80815 -2.62158 5.25884
32 H 3.46357 -3.13575 3.18441
33 H -1.04447 -4.32474 -2.05454
34 H -3.11277 -4.69847 -3.22802
35 H -4.96909 -2.92820 -3.10666
36 H -4.97256 -1.44197 -1.08139
37 Br -3.03171 2.84816 -0.55318
38 C -2.71457 2.63645 -2.43824
39 C -3.58619 3.42977 -3.20458
40 C -3.80133 3.11904 -4.57016
41 C -3.20795 1.99161 -5.12461
42 C -2.42235 1.11535 -4.37254
43 C -1.81932 -0.01761 -5.06974
44 C -0.84232 -0.72523 -4.42886
45 C -0.46299 -0.38105 -3.15377
46 C -1.06921 0.70969 -2.41530
47 C -1.97849 1.51367 -3.03903
48 H -4.10361 4.31407 -2.80810
49 H -4.31995 3.85842 -5.18791
50 H -3.20226 1.82594 -6.16954
51 H -2.17488 -0.18202 -6.08227
52 H -0.47331 -1.63626 -4.85086
53 H 0.32964 -0.97058 -2.63493
54 C -2.17001 1.34284 4.52991
55 C -1.67989 2.59681 4.83430
56 C -1.05591 3.29468 3.82049
57 C -0.92402 2.77844 2.53947
58 N -1.25454 1.47468 2.36767
59 C -1.96637 0.80378 3.25967
60 C -0.32693 3.53503 1.46651
61 C 0.09317 4.86588 1.72177
62 C 0.76261 5.65297 0.75458
63 C 0.97607 5.05512 -0.49952
64 C 0.40883 3.80980 -0.80252
65 C -0.12900 3.02765 0.17111
66 H -2.64270 0.69406 5.25302
67 H -1.90758 3.00683 5.82614
68 H -0.68928 4.30598 4.00226
69 H -2.22479 -0.20573 2.96498
70 H 0.05985 5.27887 2.72573
71 H 1.09518 6.70234 0.89617
72 H 1.63765 5.56398 -1.21959
73 H 0.26723 3.50290 -1.86089

Properties
- multiplicity = 3
- relative energy (zero: lowest compared OMol25 entry of this formula, charge and spin) (eV) = 2.9429
- DFT total energy (Ha) = -6121.85050
- HOMO energy (spin up / spin down) (eV) = -4.0690 / -4.0656
- gap between HOMO and LUMO (spin up / spin down) (eV) = 6.5967 / 6.5938
- charge = -1

=====

Computed, not measured: a 8-piece molecular cluster, C24H39FO21P overall in a non-equilibrium geometry, with the ωB97M-V functional and the def2-TZVPD basis.

Cartesian coordinates (Å):
1 C -0.85410 -2.07451 -0.10128
2 C -2.13047 -1.55942 -0.78052
3 F -2.42986 -0.36963 -0.10899
4 C -3.24495 -2.59707 -0.71125
5 P -5.07108 -1.90787 -0.55984
6 H -0.01015 -1.49051 -0.49111
7 H -0.72835 -3.14839 -0.19331
8 H -0.92797 -1.83035 0.95966
9 H -1.92717 -1.35932 -1.83514
10 H -3.22677 -3.22445 -1.61186
11 H -3.07970 -3.26457 0.14190
12 H -5.50211 -3.20629 0.01594
13 H -5.42446 -2.39025 -1.91811
14 H -4.70416 -0.61345 -1.17808
15 H -4.70559 -1.45627 0.74658
16 H -6.42692 -1.36554 -0.34075
17 C -6.83254 2.26114 3.04201
18 C -7.41077 1.76117 1.73603
19 O -6.57920 0.65074 1.43393
20 C -6.03903 0.19422 2.58678
21 O -5.43657 -0.81656 2.69751
22 O -6.28878 1.07443 3.61352
23 H -7.58148 2.69743 3.70111
24 H -6.02596 2.98364 2.89131
25 H -8.44144 1.41246 1.83857
26 H -7.36502 2.50186 0.94029
27 C 1.59122 1.54235 -0.28972
28 C 2.46324 0.31097 -0.33583
29 O 3.67460 0.81026 -0.92476
30 C 3.72794 2.13470 -0.69277
31 O 4.68767 2.81706 -0.90743
32 O 2.56767 2.59478 -0.18757
33 H 0.91417 1.55527 0.55942
34 H 1.01358 1.68349 -1.20347
35 H 2.69214 -0.07850 0.65742
36 H 2.03739 -0.48503 -0.93899
37 C -8.40797 -4.75749 1.17679
38 C -9.36889 -5.08499 0.06136
39 O -10.14951 -3.89165 -0.03567
40 C -9.40277 -2.86862 0.47155
41 O -9.70705 -1.72114 0.38600
42 O -8.29454 -3.33616 1.08094
43 H -7.43464 -5.24063 1.05133
44 H -8.81127 -5.00952 2.16430
45 H -8.85902 -5.25389 -0.88925
46 H -10.00398 -5.94151 0.28252
47 C 4.56839 4.43992 2.09750
48 C 5.81797 5.27852 2.14881
49 O 5.30430 6.59809 2.32493
50 C 4.06961 6.48849 2.89182
51 O 3.44592 7.40208 3.32097
52 O 3.65387 5.19602 2.89777
53 H 4.71370 3.44494 2.51273
54 H 4.16959 4.34775 1.08742
55 H 6.45535 5.03200 3.00177
56 H 6.40029 5.19930 1.23698
57 C 7.86678 3.80110 -1.64282
58 C 8.14183 4.98508 -0.75170
59 O 9.42927 5.42405 -1.19781
60 C 9.59258 4.99554 -2.47198
61 O 10.48122 5.32862 -3.19024
62 O 8.60785 4.13356 -2.82714
63 H 6.80985 3.67602 -1.86230
64 H 8.25680 2.86797 -1.23261
65 H 7.42157 5.79290 -0.89883
66 H 8.16772 4.71649 0.30034
67 C 10.81620 2.71617 -5.51798
68 C 9.31009 2.78887 -5.58090
69 O 8.97152 1.60202 -6.31127
70 C 9.98645 0.71657 -6.15867
71 O 9.94634 -0.42197 -6.49791
72 O 11.05555 1.30437 -5.56346
73 H 11.22262 3.15219 -4.60947
74 H 11.29582 3.18248 -6.38106
75 H 8.84971 2.74185 -4.59903
76 H 8.95126 3.67509 -6.09856
77 C -4.54195 -8.16186 3.33853
78 C -5.14052 -6.98377 4.07395
79 O -5.37269 -6.04990 3.02245
80 C -5.48012 -6.74056 1.86130
81 O -5.83634 -6.27098 0.83212
82 O -5.12493 -8.04351 2.04056
83 H -4.79644 -9.11883 3.78890
84 H -3.45641 -8.08899 3.24559
85 H -6.09447 -7.22737 4.54757
86 H -4.47154 -6.56268 4.82064

Properties
- DFT total energy (Ha) = -2959.08986
- HOMO energy (eV) = -2.5380
- gap between HOMO and LUMO (eV) = 3.9872
- charge = -1

=====

Computed, not measured: C30H38BCsN4O4Si as an isolated structure, with the ωB97M-V functional and the def2-TZVPD basis.

Cartesian coordinates (Å):
1 Cs 1.31257 0.53068 -1.44794
2 C 0.63279 2.62282 2.45970
3 O -0.56081 2.62246 1.68203
4 C -1.24839 3.77933 1.60322
5 C -0.92072 4.91197 2.33709
6 C -1.70825 6.05957 2.25443
7 C -2.82620 6.07001 1.43815
8 C -3.14837 4.93610 0.69457
9 C -2.37410 3.78294 0.75032
10 N -2.56825 2.65771 -0.07730
11 N -3.75776 2.49916 -0.41997
12 C -4.06002 1.48918 -1.30068
13 C -3.08200 0.76960 -2.09730
14 O -1.89781 1.10811 -2.22962
15 C -3.58748 -0.40945 -2.81299
16 C -4.88686 -0.73836 -2.84635
17 C -5.88976 0.06697 -2.19649
18 C -7.25564 -0.24412 -2.29991
19 C -8.21709 0.53415 -1.69956
20 C -7.81301 1.66064 -0.96090
21 C -6.48048 1.96963 -0.82121
22 C -5.46987 1.18505 -1.43566
23 H 0.41586 2.77845 3.52192
24 H 1.33531 3.38779 2.12126
25 H 1.09460 1.64895 2.33382
26 H -0.04599 4.91692 2.97187
27 H -1.43102 6.93689 2.82755
28 H -3.43827 6.96157 1.36228
29 H -4.00232 4.92687 0.02842
30 H -2.84382 -1.01301 -3.32104
31 H -5.20963 -1.62838 -3.37907
32 H -7.54303 -1.12047 -2.87420
33 H -9.26718 0.27964 -1.78671
34 H -8.56274 2.29598 -0.50197
35 H -6.16916 2.82852 -0.24041
36 N 0.06626 -0.37377 2.01763
37 C 0.76217 -0.96979 3.16844
38 C 2.16904 -1.38132 2.75237
39 C 2.23056 -2.78121 2.14588
40 C 3.61047 -3.08461 1.57456
41 N 3.77975 -2.19849 0.43217
42 H -0.89187 -0.13543 2.22869
43 H 0.04866 -1.02083 1.23827
44 H 0.23875 -1.83960 3.58433
45 H 0.81225 -0.21781 3.95757
46 H 2.85128 -1.32656 3.60761
47 H 2.51987 -0.66262 2.00864
48 H 1.52007 -2.85495 1.31288
49 H 1.94840 -3.53263 2.89169
50 H 3.68683 -4.15555 1.34648
51 H 4.38190 -2.85399 2.31777
52 H 3.12047 -2.44056 -0.30416
53 H 4.71208 -2.20659 0.04234
54 C 5.59041 3.66846 -0.44828
55 Si 4.70645 2.06880 0.22012
56 C 6.16293 0.81795 -0.06667
57 C 4.98989 2.35938 2.11886
58 H 6.57741 3.82423 0.02359
59 H 4.98516 4.56842 -0.26818
60 H 5.74698 3.59812 -1.53422
61 H 7.12619 1.21508 0.29620
62 H 6.27833 0.57769 -1.13279
63 H 5.96253 -0.12386 0.46128
64 H 6.03194 2.65265 2.33323
65 H 4.77923 1.43944 2.68288
66 H 4.33202 3.14324 2.52111
67 O 1.49764 -3.62044 -3.36044
68 B 1.36182 -3.00700 -2.04610
69 O 0.90943 -4.11495 -1.20961
70 C 0.79566 -5.23738 -1.97344
71 C 0.39958 -6.50575 -1.60917
72 C 0.37411 -7.49116 -2.60571
73 C 0.73459 -7.19133 -3.91319
74 C 1.13150 -5.89502 -4.27022
75 C 1.15350 -4.93660 -3.28022
76 H 0.11138 -6.72577 -0.58814
77 H 0.06115 -8.49771 -2.35286
78 H 0.70263 -7.96702 -4.66980
79 H 1.40549 -5.64706 -5.28872

Properties
- relative energy (zero: lowest compared OMol25 entry of this formula, charge and spin) (eV) = 0.7498
- DFT total energy (Ha) = -2020.45216
- HOMO energy (eV) = -0.8418
- gap between HOMO and LUMO (eV) = 4.7876
- charge = -2